Formula: C2H9N2S2
Source: the Open Molecules 2025 dataset
Level of theory: ωB97M-V/def2-TZVPD

```
15
Properties=species:S:1:pos:R:3
C 1.259 1.882 1.899
S 0.169 1.088 0.601
S -1.301 1.925 -0.727
H 0.589 2.218 2.794
H 2.060 1.141 2.099
H 1.669 2.913 1.560
H -0.644 2.649 -1.716
N -0.853 -2.208 0.181
C -0.701 -1.990 -1.116
N 0.080 -0.974 -1.604
H 0.109 -2.012 0.672
H -1.493 -2.964 0.483
H -1.186 -2.659 -1.899
H 0.610 -0.397 -0.824
H -0.366 -0.613 -2.404
```

Calculated values
- energy (Ha) = -987.18201
- LUMO energy (eV) = -4.05
- E_HOMO (eV) = -12.82
- net charge = +1
- energy above the lowest of the compared OMol25 structures with the same formula, charge and spin (kJ/mol) = 208.23
- gap between HOMO and LUMO (eV) = 8.77

Here are the Löwdin charges for atoms 1 to 6, given in e: atom 1 (C): -0.3992, atom 2 (S): 0.3608, atom 3 (S): 0.3401, atom 4 (H): 0.0683, atom 5 (H): 0.0408, atom 6 (H): 0.0685